{"formula": "C39H66ClF5N6O3P", "method": "ωB97M-V/def2-TZVPD", "e_lumo_ev": [-2.63, -2.63], "e_tot_ev": -91986.8635, "s_squared": 2.01, "total_charge": 1, "homo_energy_ev": [-9.71, -10.69], "multiplicity": 3, "species": ["C", "C", "C", "C", "C", "C", "N", "C", "N", "C", "C", "F", "F", "C", "F", "F", "F", "N", "C", "C", "C", "C", "O", "N", "C", "C", "C", "Cl", "P", "C", "C", "C", "C", "H", "H", "H", "H", "H", "H", "H", "H", "H", "H", "H", "H", "H", "H", "H", "H", "H", "H", "H", "H", "H", "H", "H", "H", "H", "H", "H", "H", "H", "H", "C", "C", "C", "C", "C", "C", "N", "O", "C", "C", "C", "H", "H", "H", "H", "H", "H", "H", "H", "H", "H", "H", "H", "H", "H", "H", "H", "H", "H", "C", "C", "C", "C", "C", "C", "N", "O", "C", "C", "C", "H", "H", "H", "H", "H", "H", "H", "H", "H", "H", "H", "H", "H", "H", "H", "H", "H", "H"], "coordinates": [[1.926, -7.458, -0.597], [1.347, -6.075, -0.723], [0.775, -5.431, 0.383], [0.221, -4.155, 0.256], [0.223, -3.478, -0.973], [-0.414, -2.114, -1.043], [-1.268, -1.913, -2.245], [-2.408, -2.611, -2.234], [-2.769, -3.368, -1.199], [-3.921, -3.901, -1.529], [-4.651, -4.837, -0.605], [-5.949, -4.517, -0.536], [-4.132, -4.702, 0.607], [-4.496, -6.348, -1.048], [-5.670, -6.922, -1.135], [-3.760, -6.997, -0.178], [-3.891, -6.410, -2.226], [-4.324, -3.513, -2.725], [-5.552, -3.921, -3.402], [-6.775, -3.027, -3.112], [-6.491, -1.737, -2.323], [-7.585, -0.702, -2.558], [-7.728, -0.317, -3.916], [-3.369, -2.669, -3.209], [-3.522, -2.084, -4.521], [-2.758, -2.803, -5.665], [-2.196, -1.824, -6.695], [-1.527, -3.942, -5.057], [-0.760, -0.795, -3.473], [-0.624, 0.766, -2.560], [0.972, -1.157, -3.887], [0.797, -4.120, -2.072], [1.354, -5.397, -1.951], [1.367, -8.014, 0.148], [1.795, -7.992, -1.533], [2.979, -7.442, -0.339], [0.745, -5.937, 1.335], [-0.233, -3.704, 1.126], [-1.019, -1.959, -0.156], [0.348, -1.340, -1.041], [-5.363, -3.915, -4.470], [-5.760, -4.955, -3.164], [-7.524, -3.580, -2.557], [-7.252, -2.761, -4.051], [-5.534, -1.281, -2.575], [-6.526, -1.966, -1.262], [-8.526, -1.087, -2.174], [-7.333, 0.188, -1.981], [-6.956, -0.619, -4.398], [-4.567, -2.060, -4.809], [-3.200, -1.053, -4.469], [-3.482, -3.428, -6.174], [-2.286, -0.794, -6.367], [-1.170, -2.058, -6.944], [-2.761, -1.916, -7.618], [0.179, 0.775, -1.826], [-0.506, 1.572, -3.276], [-1.570, 0.929, -2.053], [1.079, -2.066, -4.464], [1.268, -0.328, -4.527], [1.618, -1.142, -3.011], [0.807, -3.648, -3.043], [1.797, -5.857, -2.820], [0.194, 0.790, 4.520], [0.598, 1.438, 3.164], [0.649, 2.964, 3.283], [-0.720, 3.640, 3.317], [-1.564, 3.184, 2.130], [-1.697, 1.663, 2.063], [-0.351, 1.010, 2.090], [0.202, 1.060, 0.921], [-2.586, 1.178, 3.222], [-2.407, 1.257, 0.782], [2.010, 0.957, 2.862], [-0.675, 0.143, 4.431], [0.991, 0.152, 4.899], [-0.020, 1.536, 5.286], [1.212, 3.369, 2.437], [1.216, 3.227, 4.176], [-1.231, 3.429, 4.260], [-0.590, 4.723, 3.278], [-2.561, 3.627, 2.179], [-1.105, 3.551, 1.206], [-2.639, 0.088, 3.243], [-3.598, 1.561, 3.088], [-2.252, 1.521, 4.197], [-1.904, 1.660, -0.094], [-3.430, 1.633, 0.778], [-2.446, 0.168, 0.690], [2.040, -0.122, 2.698], [2.651, 1.190, 3.710], [2.435, 1.451, 1.990], [7.529, 3.549, 3.324], [6.166, 3.666, 2.586], [6.360, 4.214, 1.167], [6.644, 5.712, 1.104], [5.582, 6.486, 1.878], [5.449, 6.010, 3.323], [5.225, 4.528, 3.371], [3.994, 4.260, 3.085], [6.705, 6.416, 4.116], [4.280, 6.720, 3.996], [5.622, 2.246, 2.470], [7.539, 4.091, 4.266], [7.745, 2.514, 3.584], [8.359, 3.914, 2.718], [5.458, 4.009, 0.581], [7.171, 3.663, 0.688], [7.642, 5.930, 1.494], [6.648, 6.037, 0.062], [5.817, 7.552, 1.876], [4.619, 6.377, 1.369], [6.665, 6.024, 5.133], [6.759, 7.503, 4.177], [7.635, 6.084, 3.660], [3.350, 6.593, 3.446], [4.493, 7.788, 4.046], [4.131, 6.354, 5.012], [5.405, 1.820, 3.451], [6.375, 1.622, 1.990], [4.718, 2.188, 1.866]]}